{
  "formula": "C32H25Cl5F6IN7O3Re",
  "method": "ωB97M-V with the def2-TZVPD basis set",
  "elements": ["Re", "Cl", "C", "C", "C", "Cl", "C", "Cl", "C", "Cl", "C", "Cl", "F", "C", "C", "C", "C", "O", "C", "C", "N", "C", "C", "C", "C", "C", "C", "N", "C", "C", "N", "C", "C", "C", "O", "O", "H", "H", "H", "H", "H", "H", "H", "H", "H", "H", "H", "H", "H", "H", "H", "H", "H", "H", "N", "N", "H", "H", "H", "H", "I", "C", "C", "N", "N", "C", "H", "H", "H", "F", "C", "C", "C", "F", "C", "F", "C", "F", "C", "F"],
  "xyz": [[-0.75700, -0.14260, 0.02600], [1.71930, -0.45190, 2.43920], [0.73180, 0.94100, 2.59470], [-0.25850, 1.19670, 1.63170], [-0.97310, 2.38670, 1.83420], [-2.20100, 2.80770, 0.72620], [-0.74240, 3.25820, 2.89590], [-1.65210, 4.69770, 3.06890], [0.23670, 2.94720, 3.84410], [0.52890, 3.99490, 5.15670], [0.97540, 1.76660, 3.69080], [2.16760, 1.36170, 4.84990], [0.96410, 4.60220, -4.82510], [-0.28770, 4.31950, -4.40970], [-0.43790, 3.28190, -3.53220], [-1.70720, 2.89140, -3.08850], [-1.84890, 1.78140, -2.15740], [-0.81620, 1.20220, -1.74330], [-3.19160, 1.45330, -1.80300], [-4.22790, 2.20130, -2.29250], [-4.07590, 3.27810, -3.07530], [-5.22620, 4.08230, -3.39640], [-6.21970, 4.38240, -2.31600], [-5.30820, 5.46440, -2.80790], [-2.82360, 3.63340, -3.52200], [-2.63900, 4.71570, -4.39080], [-1.38550, 5.07410, -4.87960], [-1.24900, 6.14510, -5.75140], [-2.20990, 6.38520, -6.80260], [-2.58000, 7.87830, -6.79910], [-1.38080, 8.67670, -6.39970], [-0.12800, 8.02040, -6.84790], [0.05520, 6.71990, -6.05480], [-3.59970, 0.31610, -0.86110], [-4.73970, -0.08410, -0.93050], [-2.72440, -0.10310, -0.02590], [0.43930, 2.74590, -3.20320], [-5.23790, 1.91950, -2.02350], [-5.58900, 3.92160, -4.40670], [-6.03180, 3.98600, -1.32950], [-7.26570, 4.41530, -2.58070], [-4.50740, 5.77790, -2.15190], [-5.71800, 6.25870, -3.41480], [-3.50410, 5.29370, -4.66770], [-3.10620, 5.78670, -6.65450], [-1.78970, 6.09350, -7.77450], [-3.38510, 8.07750, -6.09000], [-2.90950, 8.18490, -7.79230], [-1.34540, 8.74450, -5.37520], [-1.44700, 9.62870, -6.77520], [0.72700, 8.67800, -6.68140], [-0.20370, 7.83770, -7.92090], [0.56750, 6.92610, -5.11080], [0.69440, 6.04920, -6.64250], [-2.07160, -1.54800, -2.63570], [-1.23000, -1.95790, -1.55540], [-2.58870, -2.33040, -3.02850], [-1.51740, -1.11890, -3.36890], [-0.41720, -2.51070, -1.85760], [-1.79550, -2.56090, -0.95110], [4.22510, 2.11400, -2.72200], [3.04160, 0.77570, -1.64380], [3.23900, -0.58230, -1.45730], [2.18390, -1.03220, -0.76610], [1.31890, -0.04860, -0.48170], [1.84100, 1.06640, -0.99630], [4.04720, -1.21110, -1.77710], [2.05690, -1.95650, -0.37440], [1.36360, 2.02120, -0.88130], [0.60210, -3.09120, 0.39810], [-0.21430, -2.88160, 1.47260], [-0.87560, -1.65840, 1.53740], [-1.72430, -1.51590, 2.63690], [-2.41450, -0.37280, 2.76200], [-1.87440, -2.49560, 3.61350], [-2.69390, -2.29770, 4.63780], [-1.15730, -3.68830, 3.51660], [-1.28900, -4.62580, 4.44300], [-0.31610, -3.88710, 2.42270], [0.37280, -5.01740, 2.28830]],
  "de_lowest_kj_mol": 0.0,
  "mol_weight_g_mol": 1159.96,
  "total_charge": 2,
  "homo_lumo_gap_ev": [5.96, 6.56],
  "fmax_ev_per_a": 2.99,
  "e_homo_ev": [-12.36, -12.55],
  "lumo_ev": [-6.4, -6.0],
  "spin_multiplicity": 2
}